Here is a cluster of 11 separate species, C39H67N6O22P in total in a non-equilibrium geometry from the Open Molecules 2025 dataset. Energies are from ωB97M-V/def2-TZVPD.

Each atom is followed by the atoms it is bonded to, with distances in Å.
CARTESIAN COORDINATES (ANGSTROEM)
1 C -3.925 5.284 0.839  C2 1.487, O6 1.413, H7 1.090, H8 1.090
2 C -5.243 5.217 0.154  C1 1.487, O3 1.358, H9 1.090, H10 1.090
3 O -4.992 5.839 -1.026  C2 1.358, C4 1.329
4 C -3.982 6.691 -0.879  O3 1.329, O5 1.232, O6 1.308
5 O -3.694 7.526 -1.738  C4 1.232
6 O -3.330 6.406 0.218  C1 1.413, C4 1.308
7 H -3.249 4.431 0.882  C1 1.090
8 H -4.137 5.580 1.866  C1 1.090
9 H -6.014 5.765 0.697  C2 1.090
10 H -5.408 4.156 -0.033  C2 1.090
11 C 4.012 2.128 -4.909  C12 1.501, O16 1.417, H17 1.090, H18 1.090
12 C 2.807 1.529 -4.245  C11 1.501, O13 1.452, H19 1.090, H20 1.090
13 O 2.600 0.333 -5.042  C12 1.452, C14 1.303
14 C 3.446 0.203 -6.024  O13 1.303, O15 1.214, O16 1.366
15 O 3.388 -0.606 -6.927  C14 1.214
16 O 4.251 1.307 -6.039  C11 1.417, C14 1.366
17 H 4.937 2.046 -4.338  C11 1.090
18 H 3.782 3.166 -5.148  C11 1.090
19 H 1.925 2.162 -4.345  C12 1.090
20 H 2.913 1.318 -3.181  C12 1.090
21 C 5.269 3.673 0.588  C22 1.508, O26 1.453, H27 1.090, H28 1.090
22 C 4.123 2.699 0.472  C21 1.508, O23 1.397, H29 1.090, H30 1.090
23 O 3.715 2.898 -0.849  C22 1.397, C24 1.364
24 C 4.421 3.857 -1.514  O23 1.364, O25 1.226, O26 1.291
25 O 4.207 4.194 -2.672  C24 1.226
26 O 5.233 4.399 -0.669  C21 1.453, C24 1.291
27 H 6.180 3.075 0.600  C21 1.090
28 H 5.184 4.398 1.397  C21 1.090
29 H 3.305 2.973 1.137  C22 1.090
30 H 4.382 1.640 0.511  C22 1.090
31 C 1.617 3.939 4.589  C32 1.485, O36 1.447, H37 1.090, H38 1.090
32 C 1.366 2.714 3.788  C31 1.485, O33 1.374, H39 1.090, H40 1.090
33 O 0.414 3.119 2.883  C32 1.374, C34 1.303
34 C -0.130 4.253 3.224  O33 1.303, O35 1.267, O36 1.359
35 O -1.116 4.756 2.606  C34 1.267
36 O 0.480 4.790 4.313  C31 1.447, C34 1.359
37 H 2.533 4.393 4.210  C31 1.090
38 H 1.760 3.738 5.650  C31 1.090
39 H 0.904 1.956 4.421  C32 1.090
40 H 2.348 2.404 3.433  C32 1.090
41 C -3.826 1.678 5.634  C42 1.477, O46 1.449, H47 1.090, H48 1.090
42 C -3.758 2.215 4.260  C41 1.477, O43 1.382, H49 1.090, H50 1.090
43 O -2.936 1.359 3.552  C42 1.382, C44 1.291
44 C -2.780 0.233 4.165  O43 1.291, O45 1.259, O46 1.327
45 O -2.279 -0.806 3.660  C44 1.259
46 O -3.288 0.356 5.385  C41 1.449, C44 1.327
47 H -4.788 1.477 6.106  C41 1.090
48 H -3.196 2.246 6.318  C41 1.090
49 H -3.519 3.275 4.353  C42 1.090
50 H -4.798 2.261 3.935  C42 1.090
51 C 4.880 -2.371 -0.463  C52 1.482, O56 1.412, H57 1.090, H58 1.090
52 C 4.661 -1.069 0.210  C51 1.482, O53 1.403, H59 1.090, H60 1.090
53 O 4.981 -0.066 -0.718  C52 1.403, C54 1.334
54 C 5.171 -0.620 -1.917  O53 1.334, O55 1.251, O56 1.348
55 O 5.368 0.002 -2.984  C54 1.251
56 O 5.094 -1.960 -1.796  C51 1.412, C54 1.348
57 H 3.975 -2.975 -0.389  C51 1.090
58 H 5.766 -2.858 -0.058  C51 1.090
59 H 5.384 -1.042 1.025  C52 1.090
60 H 3.664 -0.896 0.616  C52 1.090
61 C -2.957 2.756 -2.615  C62 1.486, O66 1.409, H67 1.090, H68 1.090
62 C -3.076 3.945 -3.499  C61 1.486, O63 1.410, H69 1.090, H70 1.090
63 O -4.462 3.861 -3.744  C62 1.410, C64 1.343
64 C -4.845 2.576 -3.686  O63 1.343, O65 1.232, O66 1.296
65 O -5.843 2.127 -4.251  C64 1.232
66 O -3.972 1.873 -3.035  C61 1.409, C64 1.296
67 H -3.135 3.190 -1.631  C61 1.090
68 H -1.962 2.316 -2.671  C61 1.090
69 H -2.385 3.833 -4.335  C62 1.090
70 H -2.670 4.829 -3.008  C62 1.090
71 C -6.647 0.337 -0.591  C72 1.520, H76 1.090, H77 1.090, H78 1.090
72 C -5.366 -0.285 -0.057  C71 1.520, C73 1.586, H79 1.090, H80 1.090
73 C -4.949 0.189 1.399  C72 1.586, C74 1.452, H81 1.090, H82 1.090
74 C -5.716 -0.448 2.455  C73 1.452, N75 1.166
75 N -6.366 -0.917 3.302  C74 1.166
76 H -7.561 -0.049 -0.140  C71 1.090
77 H -6.703 0.185 -1.668  C71 1.090
78 H -6.551 1.399 -0.365  C71 1.090
79 H -4.625 0.127 -0.742  C72 1.090
80 H -5.424 -1.362 -0.209  C72 1.090
81 H -4.897 1.277 1.444  C73 1.090
82 H -3.924 -0.181 1.411  C73 1.090
83 C 1.035 0.618 -0.749  C84 1.465, H88 1.090, H89 1.090, H90 1.090
84 C -0.055 -0.248 -0.291  C83 1.465, C85 1.551, H91 1.090, H92 1.090
85 C -0.686 0.355 0.991  C84 1.551, C86 1.453, H93 1.090, H94 1.090
86 C -1.552 1.483 0.692  C85 1.453, N87 1.163
87 N -2.304 2.343 0.475  C86 1.163
88 H 1.468 0.186 -1.650  C83 1.090
89 H 1.849 0.589 -0.024  C83 1.090
90 H 0.774 1.673 -0.842  C83 1.090
91 H 0.414 -1.212 -0.092  C84 1.090
92 H -0.779 -0.349 -1.099  C84 1.090
93 H 0.107 0.701 1.653  C85 1.090
94 H -1.351 -0.379 1.445  C85 1.090
95 C 1.251 -2.468 5.432  C96 1.558, H100 1.090, H101 1.090, H102 1.090
96 C 0.919 -3.383 4.215  C95 1.558, C97 1.550, H103 1.090, H104 1.090
97 C 0.761 -2.541 2.923  C96 1.550, C98 1.492, H105 1.090, H106 1.090
98 C 1.529 -1.265 2.835  C97 1.492, N99 1.150
99 N 2.109 -0.277 2.744  C98 1.150
100 H 2.203 -1.960 5.274  C95 1.090
101 H 1.219 -3.020 6.372  C95 1.090
102 H 0.532 -1.655 5.333  C95 1.090
103 H -0.030 -3.895 4.375  C96 1.090
104 H 1.751 -4.086 4.175  C96 1.090
105 H -0.269 -2.257 2.703  C97 1.090
106 H 1.095 -3.218 2.137  C97 1.090
107 O 1.857 -3.832 -0.055  P108 1.463
108 P 1.432 -4.672 -1.176  O107 1.463, N109 1.735, N112 1.776, N115 1.735
109 N 1.972 -6.321 -1.174  P108 1.735, C110 1.476, C111 1.455
110 C 2.592 -6.883 0.042  N109 1.476, H118 1.090, H119 1.090, H120 1.090
111 C 1.636 -7.273 -2.221  N109 1.455, H121 1.090, H122 1.090, H123 1.090
112 N 1.802 -4.030 -2.790  P108 1.776, C113 1.424, C114 1.480
113 C 3.050 -4.373 -3.383  N112 1.424, H124 1.090, H125 1.090, H126 1.090
114 C 1.219 -2.743 -3.233  N112 1.480, H127 1.090, H128 1.090, H129 1.090
115 N -0.297 -4.774 -1.269  P108 1.735, C116 1.482, C117 1.442
116 C -1.018 -5.297 -2.453  N115 1.482, H130 1.090, H131 1.090, H132 1.090
117 C -1.049 -4.339 -0.119  N115 1.442, H133 1.090, H134 1.090, H135 1.090
118 H 3.189 -6.288 0.733  C110 1.090
119 H 3.271 -7.657 -0.314  C110 1.090
120 H 1.864 -7.326 0.721  C110 1.090
121 H 0.631 -7.642 -2.013  C111 1.090
122 H 2.319 -8.120 -2.286  C111 1.090
123 H 1.629 -6.746 -3.175  C111 1.090
124 H 3.763 -4.801 -2.678  C113 1.090
125 H 2.815 -5.118 -4.144  C113 1.090
126 H 3.469 -3.513 -3.906  C113 1.090
127 H 0.317 -2.548 -2.653  C114 1.090
128 H 1.940 -1.933 -3.120  C114 1.090
129 H 0.851 -2.964 -4.234  C114 1.090
130 H -1.863 -4.633 -2.632  C116 1.090
131 H -0.353 -5.267 -3.317  C116 1.090
132 H -1.282 -6.349 -2.348  C116 1.090
133 H -2.011 -4.849 -0.071  C117 1.090
134 H -1.203 -3.260 -0.151  C117 1.090
135 H -0.555 -4.546 0.830  C117 1.090

Properties
Total charge: +1
LUMO energy (alpha / beta), eV: -2.8 / -7.8
Maximum force, eV/Å: 6.02
2S+1: 2
HOMO-LUMO gap (alpha / beta), eV: 8.96 / 4.00


Here is an isolated molecule of C5H8N2 in a non-equilibrium geometry from the Open Molecules 2025 dataset. Energies are from ωB97M-V/def2-TZVPD.

Each atom is followed by the atoms it is bonded to, with distances in Å.
CARTESIAN COORDINATES (ANGSTROEM)
1 H -1.938 2.391 0.323  N2 1.025
2 N -0.958 2.248 0.059  H1 1.025, C3 1.294
3 C -0.704 0.987 -0.082  N2 1.294, C4 1.501, C5 1.474
4 C -1.752 -0.076 0.080  C3 1.501, H9 1.094, H10 1.093, H11 1.093
5 C 0.672 0.604 -0.445  C3 1.474, N6 1.534, C7 1.410, H12 1.082
6 N 1.639 0.474 0.740  C5 1.534, C7 1.329, H13 1.018
7 C 1.232 -0.590 0.055  C5 1.410, N6 1.329, C8 1.313
8 C 1.338 -1.892 -0.080  C7 1.313, H14 1.084, H15 1.084
9 H -1.695 -0.783 -0.752  C4 1.094
10 H -1.587 -0.611 1.020  C4 1.093
11 H -2.751 0.366 0.096  C4 1.093
12 H 1.131 1.085 -1.299  C5 1.082
13 H 2.615 0.687 0.544  N6 1.018
14 H 1.960 -2.467 0.596  C8 1.084
15 H 0.799 -2.423 -0.856  C8 1.084

Properties
LUMO energy, eV: 0.9
Maximum force, eV/Å: 3.55
Energy relative to the best compared isomer or geometry (same formula, charge and spin), kJ/mol: 263.76
SMILES: [H]/N=C(\C)[C@H]1NC1=C
HOMO-LUMO gap, eV: 9.94


Here is an isolated molecule of C6H9NO2 in a non-equilibrium geometry from the Open Molecules 2025 dataset. Energies are from ωB97M-V/def2-TZVPD.

Each atom is followed by the atoms it is bonded to, with distances in Å.
CARTESIAN COORDINATES (ANGSTROEM)
1 C -1.472 -1.240 -0.840  C2 1.467, H10 1.139, H11 1.214, H12 0.990
2 C -0.783 -0.129 -0.176  C1 1.467, C3 1.524, C8 1.728, H13 1.049
3 C -0.228 -0.579 1.170  C2 1.524, O4 1.198, C5 1.454
4 O -0.326 -1.721 1.519  C3 1.198
5 C 0.540 0.491 1.785  C3 1.454, C6 1.490, H14 1.075, H15 1.099
6 C 1.454 1.228 0.867  C5 1.490, N7 1.261, H16 1.109
7 N 1.509 1.034 -0.377  C6 1.261, C8 1.390
8 C 0.682 0.141 -1.049  C2 1.728, N7 1.390, O9 1.424, H17 1.169
9 O 0.334 0.623 -2.343  C8 1.424, H18 0.908
10 H -0.836 -2.165 -1.033  C1 1.139
11 H -1.861 -0.845 -1.921  C1 1.214
12 H -2.248 -1.407 -0.248  C1 0.990
13 H -1.039 0.885 -0.082  C2 1.049
14 H 1.116 0.152 2.628  C5 1.075
15 H -0.120 1.142 2.375  C5 1.099
16 H 2.226 1.893 1.307  C6 1.109
17 H 1.225 -0.882 -1.212  C8 1.169
18 H -0.173 1.377 -2.369  O9 0.908

Properties
LUMO energy, eV: 0.7
Maximum force, eV/Å: 6.03
Energy relative to the best compared isomer or geometry (same formula, charge and spin), kJ/mol: 239.03
SMILES: C[C@H]1C(=O)CC=N[C@@H]1O
HOMO-LUMO gap, eV: 10.04


Number 1: molecular weight 1002.96 g mol⁻¹. Number 2: molecular weight 96.13 g mol⁻¹. Number 3: molecular weight 127.14 g mol⁻¹.